(1)
The following is a quantum chemistry calculation of C20H22N4S2 in the gas phase in a non-equilibrium geometry, from OMol25.

```
48
Properties=species:S:1:pos:R:3:forces:R:3
C -2.208147 3.929221 -2.355209 -0.72 0.06 -0.17
C -2.142344 2.564660 -1.717535 0.42 0.10 1.36
S -3.008553 1.215937 -2.458789 1.23 -0.11 1.28
C -2.377897 0.145749 -1.208278 0.30 1.80 1.06
C -1.647134 0.801195 -0.238761 -0.35 0.47 -1.34
C -1.474274 2.228706 -0.540918 -2.10 -1.78 -1.85
C -0.687308 3.166533 0.235816 0.14 0.73 0.35
C 0.481455 3.619574 -0.372973 0.69 0.63 0.93
C 1.330644 4.479746 0.337995 -0.82 -0.42 -0.21
C 0.974276 4.919491 1.597970 -0.10 -0.02 0.22
C -0.209904 4.509185 2.188902 -0.86 -0.64 -0.45
C -1.081513 3.642734 1.508196 1.08 -0.12 -0.40
C -1.089581 0.103682 0.968234 -0.03 -0.08 0.61
N -1.397058 -1.348649 0.995086 -0.61 0.69 -1.52
C -0.778326 -2.262009 1.992372 -0.03 0.75 0.27
C 0.363810 -3.090040 1.423605 -0.10 0.72 -0.55
C 1.508561 -2.210434 0.892042 0.11 -0.21 0.66
N 2.512144 -3.014212 0.190610 0.41 -0.39 -0.18
C 3.630669 -3.668144 0.715277 -0.10 0.20 -1.74
N 4.328386 -4.288560 -0.231595 -1.42 0.03 0.55
C 3.563810 -4.144447 -1.380983 0.03 0.45 0.40
C 2.468579 -3.355305 -1.163540 0.37 -0.46 -0.07
C 1.403042 -3.029985 -2.180545 -0.23 0.51 1.17
C -2.244060 -1.854850 0.052116 0.31 -2.32 0.60
S -2.733297 -3.463742 0.109589 -0.22 -0.10 0.13
N -2.675742 -1.187721 -1.053662 -0.10 0.56 0.11
H -1.496248 3.953827 -3.180648 -0.09 0.23 -0.17
H -3.240609 4.083669 -2.759536 0.88 0.07 0.20
H -1.967198 4.780525 -1.678284 -0.17 -0.87 -0.24
H 0.760799 3.302543 -1.373302 -0.15 -0.14 0.16
H 2.257742 4.793615 -0.081493 0.51 0.23 -0.36
H 1.612338 5.593848 2.142482 0.23 0.10 0.06
H -0.474268 4.840720 3.179393 -0.02 0.16 0.13
H -2.017842 3.300625 1.949878 0.25 0.12 -0.09
H -1.524099 0.564464 1.872966 0.27 -0.11 -0.12
H -0.004223 0.260570 1.006641 -0.09 -0.06 0.12
H -0.416949 -1.661157 2.843608 -0.10 0.18 -0.43
H -1.540375 -2.913621 2.411147 -0.16 -0.01 -0.23
H -0.020608 -3.662508 0.585860 -0.07 -0.24 -0.05
H 0.687319 -3.791491 2.183485 0.29 -0.10 0.14
H 1.107354 -1.454024 0.211547 0.08 -0.30 -0.22
H 1.959785 -1.612343 1.712710 0.09 -0.56 -0.40
H 3.858329 -3.719118 1.766890 0.03 0.39 0.05
H 3.764222 -4.617975 -2.336195 0.40 0.07 0.31
H 0.429778 -3.362220 -1.795839 0.02 -0.02 -0.24
H 1.602234 -3.542023 -3.129713 0.06 0.30 0.32
H 1.316853 -1.936926 -2.307196 0.07 -0.37 -0.31
H -3.464572 -1.609316 -1.529424 0.38 -0.11 0.13
```
Forces are in eV/Å.

HOMO level: -0.2887 Ha
E_tot: -1790.7225 a.u.
frontier orbital gap: 8.24 eV
structure (SMILES): Cc1sc2c(c1-c1ccccc1)CN(CCCn1cncc1C)C(=S)N2
energy relative to the best compared isomer or geometry (same formula, charge and spin): 0.000 eV

=====

(2)
The following is a quantum chemistry calculation of a molecular structure, C20H22N7STi in a non-equilibrium geometry, from OMol25.

```
51
Properties=species:S:1:pos:R:3:forces:R:3
Ti 0.263209 -0.017805 -0.231107 0.49 1.14 -0.18
N -0.339939 3.689232 1.979113 0.04 0.04 -0.15
C -0.381958 2.468528 1.471883 -0.04 0.21 0.10
S -0.107216 2.294077 -0.281033 0.01 -0.91 0.20
N -0.652035 1.452359 2.245070 0.01 -0.14 -0.07
N -0.690919 0.284094 1.552888 -0.20 0.15 0.35
C -1.269038 -0.729295 2.092315 -0.03 -0.14 0.03
C -1.324078 -1.947078 1.292570 -0.03 0.19 -0.02
C -2.060237 -3.048024 1.642567 -0.03 -0.25 0.12
C -2.087631 -4.136170 0.768265 -0.04 -0.03 0.02
C -1.377122 -4.074276 -0.418815 -0.04 -0.09 0.02
C -0.670061 -2.925295 -0.716569 0.07 0.14 0.09
N -0.641653 -1.871849 0.118435 -0.15 -0.10 0.06
H -0.181198 4.498968 1.401462 -0.01 0.01 0.02
H -0.558278 3.832557 2.955730 0.00 -0.03 0.01
H -1.712149 -0.651784 3.079450 -0.04 0.02 0.00
H -2.601885 -3.063252 2.579301 -0.01 -0.02 -0.02
H -2.662135 -5.019535 1.016881 0.01 0.01 0.01
H -1.368968 -4.902657 -1.113526 0.00 0.01 0.01
H -0.104454 -2.840118 -1.633423 0.02 0.03 -0.05
N 2.146995 -0.015573 0.149434 0.01 -0.18 -0.03
C 3.311684 -0.001849 0.365522 0.16 0.03 0.05
N 4.545972 0.010820 0.596403 -0.08 -0.11 0.07
C 5.297807 -1.262892 0.921102 0.10 0.07 -0.05
C 6.509154 -1.367871 0.011265 -0.03 0.08 -0.02
C 7.372612 -0.110083 0.095821 -0.05 0.01 0.04
C 6.563245 1.130397 -0.279586 -0.02 -0.08 0.00
C 5.348202 1.289603 0.618092 0.09 0.01 -0.03
H 4.610995 -2.099361 0.816732 -0.06 0.01 -0.03
H 5.590105 -1.171148 1.967521 -0.02 0.03 0.03
H 6.180128 -1.532244 -1.018173 0.00 -0.03 0.00
H 7.068853 -2.252562 0.316726 0.02 0.01 0.00
H 8.232105 -0.205070 -0.564750 0.00 0.00 -0.01
H 7.765281 -0.000388 1.111000 0.02 0.00 -0.01
H 6.243762 1.072525 -1.323318 0.00 0.02 0.00
H 7.160994 2.036338 -0.174218 0.02 0.00 -0.01
H 4.697012 2.104537 0.310928 -0.05 -0.01 -0.02
H 5.638515 1.439001 1.658423 -0.03 -0.02 0.04
N -0.023170 -0.112891 -2.181346 0.01 -0.17 -0.51
C -0.125783 -0.086626 -3.341991 -0.11 0.16 -0.16
C -0.259592 -0.034127 -4.728763 0.01 -0.05 0.05
C 0.631902 0.764258 -5.475682 0.03 0.01 0.10
C 0.480748 0.817430 -6.841057 -0.02 -0.01 -0.06
C -0.535061 0.085654 -7.456820 0.01 0.00 -0.01
C -1.416012 -0.703257 -6.716953 0.00 0.01 -0.05
C -1.289768 -0.771557 -5.349611 -0.03 0.01 0.10
H 1.410345 1.328178 -4.978369 -0.01 -0.02 -0.02
H 1.147762 1.427697 -7.433927 -0.01 -0.01 -0.01
H -0.643354 0.132596 -8.533109 0.00 0.01 0.02
H -2.199981 -1.257294 -7.214318 0.01 0.01 -0.01
H -1.970717 -1.368969 -4.757167 0.02 0.01 -0.02
```
Forces are in eV/Å.

HOMO level: -0.6438 Ha
E_tot: -2405.3865 a.u.
frontier orbital gap: 6.40 eV
net charge: +3
energy relative to the best compared isomer or geometry (same formula, charge and spin): 0.000 eV

=====

(3)
The following is a quantum chemistry calculation of a molecular structure, C20H22N8O2STi in a non-equilibrium geometry, from OMol25.

```
54
Properties=species:S:1:pos:R:3:forces:R:3
Ti 0.296079 0.231787 0.182094 -0.04 0.70 0.15
N 3.922220 0.285088 2.871225 -0.15 0.07 0.03
C 2.731193 0.193024 2.277963 0.35 -0.25 0.03
S 2.694804 0.389843 0.533655 -0.10 -0.14 0.15
N 1.691546 -0.081448 3.035869 -0.35 0.12 -0.56
N 0.547726 -0.242937 2.284716 0.16 -0.13 0.48
C -0.515233 -0.536813 2.943203 0.06 -0.16 0.02
C -1.725641 -0.831268 2.180924 0.28 0.12 0.32
C -2.941872 -1.109427 2.772892 -0.09 -0.17 -0.19
C -4.003025 -1.447976 1.940750 -0.01 0.00 0.07
C -3.807141 -1.476850 0.569666 0.04 0.02 -0.07
C -2.564068 -1.135804 0.059516 0.02 -0.01 0.01
N -1.539886 -0.823608 0.852455 -0.04 0.05 0.02
H 4.755966 0.469109 2.342787 0.02 0.03 -0.02
H 3.993416 0.122722 3.863915 0.02 0.00 -0.01
H -0.466855 -0.639207 4.022535 -0.07 0.06 0.01
H -3.049008 -1.081977 3.848312 0.01 -0.01 0.00
H -4.969567 -1.691110 2.361398 0.00 0.01 -0.01
H -4.604670 -1.743362 -0.108955 -0.01 0.01 0.02
H -2.383080 -1.097932 -1.007115 -0.01 0.00 -0.01
N 0.362851 -1.398726 -2.778998 -0.04 -0.04 0.17
C 0.701735 -2.268912 -1.746919 -0.14 0.06 -0.16
C 0.988975 -3.592610 -2.090738 -0.01 0.02 0.03
C 1.270780 -4.496553 -1.097959 0.01 -0.02 0.02
C 1.279554 -4.061607 0.228627 -0.02 -0.01 -0.03
C 0.991313 -2.749941 0.484472 0.01 0.08 -0.05
N 0.681633 -1.846812 -0.481312 0.09 0.13 -0.05
C 0.638129 -0.052580 -2.895973 -0.04 -0.04 -0.17
C 0.468030 0.545564 -4.158100 0.05 -0.05 0.10
C 0.737459 1.877252 -4.308851 0.03 0.12 0.09
C 1.200183 2.613108 -3.203862 -0.01 -0.16 -0.22
C 1.333694 1.958165 -2.021398 0.21 -0.18 0.27
N 1.042429 0.637189 -1.835528 -0.08 0.30 0.02
H 0.182352 -1.856262 -3.657343 -0.01 -0.03 -0.06
H 0.999955 -3.880732 -3.133077 0.00 -0.01 0.00
H 1.496420 -5.524389 -1.348655 0.01 0.00 0.02
H 1.508164 -4.729860 1.045587 0.01 -0.01 -0.01
H 1.003543 -2.375040 1.495067 0.01 -0.03 0.03
H 0.122132 -0.055306 -4.988600 0.01 0.00 0.00
H 0.603254 2.354440 -5.270295 0.00 -0.01 0.01
H 1.455862 3.659496 -3.275707 -0.02 0.00 -0.04
H 1.708742 2.469119 -1.145474 0.00 0.02 0.00
N 0.523053 2.282424 1.399844 -0.03 -0.23 -0.16
C -0.733141 3.034297 1.613491 -0.02 -0.02 0.10
C -1.264731 3.586270 0.305239 -0.12 0.27 -0.16
C -1.578519 2.546515 -0.733829 0.53 -0.84 0.25
O -2.199407 2.658245 -1.736163 -0.08 0.19 -0.02
O -1.007456 1.320878 -0.407634 -0.49 0.09 -0.44
H 0.956670 2.055239 2.289684 -0.01 0.06 0.07
H 1.200653 2.872358 0.925033 0.02 0.05 -0.02
H -0.576686 3.854490 2.314946 0.02 0.02 -0.01
H -1.457143 2.356473 2.070165 -0.01 -0.01 -0.03
H -0.540349 4.272436 -0.149121 0.00 0.00 0.03
H -2.163025 4.183496 0.465589 0.01 -0.02 0.03
```
Forces are in eV/Å.

HOMO level: -0.5290 Ha
E_tot: -2611.1950 a.u.
frontier orbital gap: 7.30 eV
net charge: +2
energy relative to the best compared isomer or geometry (same formula, charge and spin): 0.432 eV

=====

(4)
The following is a quantum chemistry calculation of C20H22O2P2 in the gas phase in a non-equilibrium geometry, from OMol25.

```
46
Properties=species:S:1:pos:R:3:forces:R:3
C 1.399055 -3.443456 -1.833294 0.65 -0.20 0.11
C 0.998189 -2.925111 -3.270192 1.02 0.81 -0.02
P -0.631348 -1.952833 -3.288829 -0.94 -1.20 0.31
C -0.662428 -0.820853 -4.784963 0.70 0.11 0.30
C -0.601581 -0.945067 -1.710758 0.64 1.49 1.62
C -1.658900 -1.214575 -0.735054 1.55 1.68 0.80
C -1.619101 -0.476286 0.512784 0.67 0.26 -0.13
C -0.589053 0.538266 0.851134 -0.40 -1.40 -1.84
C 0.470047 0.812947 -0.117430 -1.95 -0.55 -1.20
P 1.863107 1.989253 0.189918 1.58 -0.44 -0.14
C 1.372369 3.591664 1.017011 0.12 0.34 0.44
C 2.389422 2.576406 -1.546263 -1.09 1.12 0.21
C 1.249779 3.559369 -2.057570 0.03 0.59 -0.19
C 0.436493 0.058896 -1.395721 -1.77 -0.98 1.14
C -0.737101 1.169407 2.247978 -0.55 -1.08 1.46
O -0.778096 2.337153 2.557145 0.50 -0.34 -0.89
C -1.015001 0.125169 3.397954 -0.58 -1.36 -0.17
C -0.354672 0.137616 4.684906 -2.02 -1.96 -0.56
C -0.734534 -0.946815 5.617380 -0.68 0.09 -1.51
C -1.714943 -1.970540 5.270672 0.03 1.26 -1.65
C -2.413380 -1.940540 3.968050 1.86 1.98 0.67
C -2.044884 -0.881287 3.050120 0.66 -0.15 1.06
C -2.694762 -0.782658 1.620945 1.71 0.56 0.42
O -3.874332 -0.885282 1.407400 0.55 -0.36 0.04
H 0.608529 -3.335108 -1.050571 0.56 0.07 -0.73
H 1.709276 -4.528627 -1.821017 -0.45 1.08 -0.28
H 2.317214 -2.878379 -1.511537 -1.05 -0.46 -0.03
H 1.816694 -2.227421 -3.623742 -0.69 -0.80 0.27
H 0.987162 -3.780274 -3.994055 -0.42 0.88 0.53
H -1.568822 -0.167302 -4.696555 0.90 -0.53 -0.07
H -0.782289 -1.481011 -5.684822 0.15 0.61 0.84
H 0.281387 -0.219991 -4.872751 -0.93 -0.30 -0.14
H -2.468431 -1.973864 -0.863842 0.91 0.82 -0.16
H 1.642248 3.481505 2.105471 -0.55 0.05 -1.11
H 2.075335 4.386799 0.630638 -0.82 -0.83 0.15
H 0.302360 3.891780 0.921420 0.97 -0.14 0.02
H 2.614581 1.730665 -2.234967 -0.28 0.63 0.61
H 3.321862 3.202666 -1.454039 -0.77 -0.94 0.16
H 0.246070 3.366126 -1.580245 1.00 -0.10 -0.71
H 1.503348 4.617492 -1.754208 -0.18 -1.11 -0.30
H 1.141336 3.586547 -3.173081 0.05 -0.18 0.94
H 1.217292 0.171857 -2.184411 -0.66 0.17 0.98
H 0.391195 0.923777 4.939717 -0.73 -0.82 -0.20
H -0.257392 -0.993971 6.621626 -0.39 0.05 -0.95
H -1.972871 -2.803000 5.969557 0.42 0.99 -0.55
H -3.180432 -2.681112 3.658094 0.68 0.61 0.45
```
Forces are in eV/Å.

HOMO level: -0.2906 Ha
E_tot: -1608.3751 a.u.
frontier orbital gap: 7.30 eV
structure (SMILES): CCP(C)c1cc2c(c(P(C)CC)c1)C(=O)c1ccccc1C2=O